Computed, not measured: 10 unconnected molecules or ions with the total composition C15H51N19O11 in a non-equilibrium geometry, with ωB97M-V/def2-TZVPD.

Its strongest force on any atom is 0.219 hartree/bohr. The SMILES is COCCNCCOC.NC(N)=O.NC(N)=O.NC(N)=O.NC(N)=O.NC(N)=O.NC(N)=O.NC(N)=O.NC(N)=O.NC(N)=O. Its frontier orbital gap is 0.314 Eh. The value obtained for the HOMO energy is -8.7 eV.

Geometry as XYZ:
```
96
Properties=species:S:1:pos:R:3:forces:R:3
N 1.94879 7.01888 -4.39295 3.39 0.20 -0.55
C 3.63946 1.49779 6.58003 0.10 0.25 -0.50
H -4.22032 -0.28070 -5.43402 0.09 0.33 -0.21
C 0.66957 6.75676 -4.32327 3.00 -5.97 1.08
H 5.58845 -5.41218 0.89031 -0.65 0.21 -0.10
H -2.60120 2.25611 4.60722 0.24 0.15 -0.48
N -3.44499 0.32601 -5.65954 -1.01 -2.68 4.33
C 0.51606 -4.65448 -7.05735 3.08 -2.09 -4.56
H -2.42039 -1.11526 5.21695 0.08 0.40 -0.35
H 1.02883 -2.79974 -6.32128 -0.20 -0.29 0.13
N 1.28236 -3.55460 -6.94258 1.59 3.07 -1.61
H 1.35069 -1.93944 -2.04517 -0.21 -0.13 0.62
C 0.24295 -0.38330 -2.50657 -0.06 -1.50 -2.64
H -4.69217 3.56571 -4.01926 0.86 -0.03 -0.34
H 2.29043 -4.07215 6.26395 0.17 -0.27 -0.11
H -3.79021 -3.48816 3.06073 -0.47 -0.24 0.18
H 4.51118 -7.18801 -1.55325 0.51 0.04 -0.13
C 0.06466 5.22711 1.18621 3.23 -1.45 5.45
H -1.91911 1.84178 -7.80949 0.44 -0.05 0.36
N -2.07278 1.37468 -6.92728 0.74 1.39 -1.37
H 3.89212 -2.68555 5.44834 0.11 -0.14 0.26
H 4.11813 1.46240 7.55866 0.40 -0.68 -0.31
H 2.13744 7.99723 -4.55832 1.32 -0.70 0.09
H 4.11055 1.32945 3.82142 0.22 0.84 0.68
C -2.10255 0.43547 3.88079 1.72 -2.44 -1.26
N -0.19461 0.67969 -1.95537 -1.94 4.53 3.81
N -0.94240 5.30078 0.49960 -9.69 2.54 -5.11
O 0.18107 5.49318 2.36278 0.32 1.44 1.59
H 2.79800 -1.52248 6.13074 -0.12 0.36 -0.22
N -2.48287 -0.12982 5.00450 -1.59 -0.34 2.80
H 1.87334 -1.60131 3.73901 0.00 0.48 -0.27
H -0.28028 -4.72206 6.39334 -0.28 0.04 0.16
H 0.37742 -4.36859 -5.15408 -0.36 -0.62 0.21
O -4.49547 -5.83960 1.10625 -0.58 -1.36 0.10
N 4.94763 -6.52396 -0.92983 1.22 -4.51 -3.13
H 1.79654 -3.18847 -7.73105 -0.35 -0.43 -0.20
H 0.49179 -4.02033 7.90570 0.44 -0.73 -0.14
C -3.37718 1.03205 -6.73505 0.80 0.99 -3.29
C -3.94328 -4.92668 1.67211 -2.93 -0.39 0.02
O 0.67366 -2.83568 6.21127 -0.41 0.55 1.39
H 1.76758 4.38719 1.05265 0.28 -0.29 -0.69
H -0.55339 1.53299 -2.35942 0.04 -0.72 -0.34
N -2.91880 -4.31470 1.20160 4.82 1.45 -3.02
H -0.18457 -5.91396 -5.76354 -0.17 0.36 0.11
H -1.79844 5.67761 0.88077 0.18 0.08 -0.31
N 2.82879 -1.83935 3.96380 1.66 1.67 -1.27
N 0.00995 7.81321 -4.35921 -6.03 4.95 0.07
H 2.47814 0.83925 4.41873 -0.19 0.23 -0.57
H 1.35455 -3.73603 4.74997 1.55 -0.67 -0.92
N -4.23860 4.43094 -3.76283 2.46 -1.31 -0.73
N -6.19549 5.19643 -3.45754 -5.07 -0.71 0.50
C 3.54091 0.59828 4.39501 -0.41 -1.59 -1.24
H 4.22402 -4.30006 0.89956 0.64 0.13 0.49
H -0.33630 0.51604 -0.96884 -0.25 1.21 0.02
N -2.24164 1.72546 3.82669 -0.66 3.57 -0.35
N 0.06740 -4.94858 -5.92063 -3.41 -1.59 6.20
H 4.84856 -0.95502 3.84124 -0.09 -0.63 0.26
H 0.66500 -0.95682 -0.70341 0.92 -0.98 0.02
C -4.99409 5.52138 -3.71706 4.09 3.28 1.05
H -2.62214 -3.42334 1.57250 0.09 -0.26 -0.49
C 1.88089 -3.30813 5.60317 -1.98 -1.40 0.39
H 2.59586 1.71022 6.81219 -0.52 -0.75 -0.35
H -1.30913 1.06174 -6.34504 -0.16 0.18 -0.39
N -4.39176 -4.21599 2.70228 -1.73 0.81 3.29
O 3.90692 0.34729 5.72332 0.53 1.84 1.54
O 0.16984 -0.60899 -3.67528 0.26 -0.40 -3.99
H 3.95023 2.42904 6.10644 0.46 -0.05 -0.25
H 5.78896 -6.81208 -0.45101 -0.54 0.00 -0.12
C -0.05051 -3.83201 6.97912 1.06 2.32 0.00
O 0.52143 -5.49768 -7.97121 -0.19 1.65 -0.21
C 4.17243 -5.51938 -0.57968 0.95 -1.57 -2.10
C 3.81611 -0.71010 3.59189 -1.93 -0.57 1.48
O 3.24619 -5.16236 -1.25586 -1.86 1.06 0.10
H -1.91235 2.16342 2.97825 -0.15 0.20 0.42
H -0.94213 4.89944 -0.42724 -0.62 0.38 0.31
H -2.55252 0.11831 -5.23474 -0.52 -0.35 0.31
O 0.27420 5.60430 -4.12623 -0.88 0.03 -0.05
H -2.76053 -4.53970 0.22978 0.55 0.26 0.19
H 3.83605 -0.56697 2.51151 -0.50 0.18 0.04
O -1.56506 -0.19387 2.98879 0.42 -0.79 -1.33
H -5.19392 -4.47103 3.26049 0.31 -0.20 -0.26
N 4.73438 -5.06352 0.47910 -0.33 4.72 5.01
H 2.59478 6.25907 -4.23327 0.19 0.63 -0.32
N 0.70042 -1.26724 -1.66387 1.15 -2.05 2.42
H -0.85874 -3.20864 7.36158 -0.78 -0.70 -0.44
H 0.44179 8.72460 -4.30447 -0.57 -0.27 0.15
H -3.04735 0.48560 5.57259 0.03 -0.81 0.50
C 2.89664 -2.25719 5.33163 0.42 -0.55 0.34
H 0.81880 4.40759 -0.43832 0.85 -0.20 0.22
O -4.51814 6.66152 -3.65191 -0.31 -0.34 -0.72
H -6.19470 4.22177 -3.19273 -1.57 0.50 0.49
H -3.27837 4.65930 -3.97705 0.00 -0.78 -0.31
H -6.75964 5.93470 -3.06157 -0.34 -0.61 0.03
O -4.25493 1.29732 -7.54040 -0.26 0.14 0.40
N 0.88214 4.43656 0.56927 5.41 -2.50 -1.55
H -0.89099 7.61965 -3.94576 -0.52 1.05 -0.36
```
Positions in Å, forces in eV/Å.